[1]
60
Properties=species:S:1:pos:R:3:mulliken_charge:R:1 method="wB97M-V/def2-TZVPD" total_charge=+2 multiplicity=2
Ce 1.022 0.740 2.059 1.274
Cl 0.485 1.985 4.165 -0.353
P 0.641 1.144 -0.734 0.217
C -0.759 0.328 -1.484 1.085
C -0.552 -0.437 -2.636 -0.749
C -1.650 -0.989 -3.261 -0.680
C -2.934 -0.821 -2.729 -0.625
C -3.134 -0.078 -1.564 -0.800
C -2.059 0.543 -0.954 -0.793
C 0.382 2.950 -0.871 1.096
C 1.268 3.868 -0.245 -0.500
C 1.107 5.244 -0.407 -0.678
C 0.102 5.751 -1.235 -0.582
C -0.743 4.849 -1.897 -0.578
C -0.599 3.466 -1.744 -0.242
C 2.243 0.798 -1.499 0.901
C 3.299 0.260 -0.727 -0.268
C 4.535 0.056 -1.319 -0.781
C 4.711 0.345 -2.670 -0.580
C 3.657 0.872 -3.431 -0.801
C 2.415 1.114 -2.855 -0.202
H 2.101 3.510 0.375 0.284
H 1.754 5.917 0.168 0.406
H -0.060 6.822 -1.311 0.408
H -1.559 5.228 -2.511 0.421
H -1.253 2.799 -2.321 0.313
H 0.455 -0.590 -3.042 0.506
H -1.492 -1.613 -4.141 0.449
H -3.767 -1.342 -3.182 0.408
H -4.119 0.000 -1.083 0.467
H -2.186 1.226 -0.109 0.702
H 3.157 -0.009 0.329 -0.211
H 5.344 -0.327 -0.682 0.411
H 5.681 0.191 -3.135 0.431
H 3.812 1.106 -4.481 0.427
H 1.591 1.532 -3.443 0.554
H 0.524 -4.729 -3.814 -0.031
H 1.262 -4.693 -3.780 0.031
C -1.706 -0.503 2.752 -0.537
N -0.431 -1.003 2.098 0.176
C -0.744 -2.109 1.119 -0.331
N -1.427 -3.228 1.792 0.048
C -2.689 -2.681 2.425 -0.693
N -2.414 -1.618 3.453 0.034
C -1.519 -2.221 4.506 -0.705
N -0.224 -2.745 3.946 -0.010
C 0.462 -1.568 3.256 -0.775
C -0.524 -3.751 2.887 -0.685
H -2.335 -0.074 1.959 0.191
H -1.445 0.294 3.468 0.556
H 0.200 -2.414 0.650 0.357
H -1.363 -1.683 0.320 -0.029
H -3.232 -3.492 2.932 0.345
H -3.365 -2.270 1.651 0.333
H -1.326 -1.490 5.314 0.327
H -2.070 -3.050 4.980 0.363
H 1.425 -1.860 2.802 0.569
H 0.620 -0.836 4.072 0.438
H -1.003 -4.614 3.371 0.345
H 0.427 -4.101 2.448 0.346

[2]
64
Properties=species:S:1:pos:R:3:mulliken_charge:R:1 method="wB97M-V/def2-TZVPD" total_charge=+2 relative_energy_kcal_mol=16.1 multiplicity=2
Ru -0.241 -0.017 -0.308 -0.747
C -1.120 -1.427 2.473 -1.207
N -0.102 -0.497 1.939 1.153
C -0.205 0.738 2.772 -1.418
C 1.264 -0.996 2.031 1.795
C 1.675 -1.884 3.008 -0.866
C 3.010 -2.276 3.078 -0.901
C 3.922 -1.759 2.175 -1.027
C 3.517 -0.863 1.191 -0.701
C 2.184 -0.472 1.100 -1.100
N 1.610 0.333 0.086 1.543
C 2.142 1.526 -0.448 -0.580
C 3.492 1.853 -0.603 -0.904
C 3.856 3.038 -1.217 -1.031
C 2.892 3.920 -1.682 -0.970
C 1.549 3.618 -1.518 -0.556
C 1.176 2.435 -0.906 1.500
N -0.232 2.119 -0.637 1.279
C -0.681 2.931 0.531 -1.298
C -1.109 2.526 -1.777 -1.295
H -1.077 -1.466 3.562 0.410
H -0.974 -2.444 2.111 0.487
H -2.103 -1.075 2.171 0.317
H -0.124 0.482 3.831 0.475
H -1.168 1.207 2.583 0.289
H 0.611 1.408 2.520 0.388
H 0.971 -2.259 3.739 0.464
H 3.331 -2.963 3.849 0.499
H 4.963 -2.051 2.225 0.453
H 4.247 -0.525 0.479 0.587
H 4.274 1.186 -0.293 0.229
H 4.905 3.267 -1.342 0.465
H 3.181 4.843 -2.163 0.450
H 0.801 4.318 -1.862 0.442
H -0.706 3.987 0.254 0.388
H 0.020 2.816 1.349 0.330
H -1.678 2.610 0.822 0.314
H -1.200 3.610 -1.811 0.605
H -2.096 2.102 -1.617 0.270
H -0.693 2.177 -2.718 0.443
Cl 2.148 0.006 -3.722 -0.131
C 0.439 -0.181 -3.574 0.071
C -0.205 -0.263 -2.346 0.091
C -1.465 -0.428 -2.308 0.255
Cl -2.644 0.045 -0.034 -0.292
C -2.455 -0.365 -3.252 -0.419
Cl -4.129 -0.455 -2.979 -0.109
C -1.847 -0.298 -4.516 0.416
Cl -2.843 -0.353 -5.897 -0.121
C -0.422 -0.199 -4.675 0.297
Cl 0.222 -0.080 -6.247 -0.130
N 1.364 -5.142 -0.284 -0.231
C 1.255 -4.178 -1.452 -1.141
C 1.222 -2.726 -1.009 0.470
N -0.033 -2.254 -0.404 -0.340
H 1.466 -6.107 -0.613 0.390
H 0.539 -5.116 0.318 0.327
H 2.181 -4.925 0.295 0.344
H 0.368 -4.467 -2.015 0.456
H 2.132 -4.358 -2.071 0.459
H 1.421 -2.125 -1.898 -0.324
H 2.037 -2.515 -0.312 0.125
H -0.182 -2.663 0.511 0.095
H -0.837 -2.498 -0.983 0.468

[3]
64
Properties=species:S:1:pos:R:3:mulliken_charge:R:1 method="wB97M-V/def2-TZVPD" smiles="COc1ccc(CCNC(=O)c2cc(S(=O)(=O)N3CCC4(CC3)OCCO4)ccc2F)cc1OC"
C -2.619 1.365 1.867 -0.858
O -1.927 0.215 2.302 -0.522
C -1.897 -0.923 1.548 0.176
C -0.997 -1.882 2.001 -0.507
C -0.845 -3.100 1.368 -0.773
C -1.633 -3.413 0.273 0.468
C -1.491 -4.732 -0.442 -1.127
C -1.251 -4.542 -1.947 -0.816
N -0.207 -3.574 -2.194 -0.105
C -0.468 -2.330 -2.645 0.261
O -1.554 -1.955 -3.033 -0.673
C 0.743 -1.438 -2.636 0.197
C 1.515 -1.299 -1.487 -0.282
C 2.607 -0.455 -1.487 -0.389
S 3.561 -0.271 0.026 1.246
O 4.863 0.213 -0.320 -0.735
O 3.444 -1.486 0.773 -0.707
N 2.788 0.925 0.875 0.026
C 2.858 2.245 0.297 -0.515
C 2.515 3.285 1.360 -1.278
C 1.115 2.990 1.936 1.165
C 1.084 1.561 2.482 -1.140
C 1.481 0.582 1.384 -0.762
O 0.116 3.154 0.945 -0.299
C -0.339 4.487 1.004 -0.411
C 0.144 5.005 2.375 -0.531
O 0.781 3.895 2.966 -0.606
C 2.956 0.274 -2.609 -0.188
C 2.197 0.157 -3.759 -0.971
C 1.099 -0.690 -3.756 0.554
F 0.393 -0.815 -4.887 -0.323
C -2.549 -2.471 -0.174 -0.392
C -2.679 -1.221 0.415 1.131
O -3.543 -0.272 -0.063 -0.480
C -4.137 -0.484 -1.325 -0.768
H -2.439 2.111 2.642 0.309
H -2.224 1.730 0.916 0.233
H -3.691 1.185 1.775 0.447
H -0.409 -1.637 2.872 0.392
H -0.118 -3.806 1.741 0.326
H -2.395 -5.332 -0.311 0.336
H -0.656 -5.285 -0.007 0.390
H -0.976 -5.497 -2.406 0.409
H -2.146 -4.160 -2.440 0.390
H 0.709 -3.779 -1.826 0.239
H 1.275 -1.843 -0.586 0.566
H 2.150 2.342 -0.542 0.358
H 3.877 2.380 -0.067 0.536
H 2.538 4.282 0.920 0.396
H 3.234 3.241 2.177 0.304
H 0.080 1.328 2.832 0.360
H 1.780 1.506 3.316 0.297
H 0.725 0.616 0.586 0.446
H 1.548 -0.432 1.776 0.645
H 0.082 5.076 0.180 0.239
H -1.428 4.476 0.916 0.318
H -0.676 5.309 3.028 0.344
H 0.846 5.841 2.264 0.291
H 3.830 0.905 -2.570 0.555
H 2.441 0.702 -4.657 0.486
H -3.173 -2.716 -1.016 0.450
H -4.906 -1.262 -1.279 0.316
H -3.393 -0.745 -2.083 0.265
H -4.608 0.464 -1.585 0.296

[4]
58
Properties=species:S:1:pos:R:3:mulliken_charge:R:1 method="wB97M-V/def2-TZVPD" total_charge=+2 relative_energy_kcal_mol=13.9 multiplicity=2
Re 0.163 0.695 0.183 1.404
C 2.370 -1.207 2.501 -2.170
C 1.227 -0.244 2.292 1.166
C 1.449 1.164 2.356 1.319
C 2.840 1.709 2.537 -2.689
C 0.355 2.054 2.361 0.734
C 0.566 3.523 2.582 -2.077
C -0.960 1.554 2.194 1.320
C -2.121 2.505 2.130 -2.538
C -1.191 0.160 2.143 0.895
C -2.599 -0.376 2.224 -2.164
C -0.082 -0.739 2.158 0.840
C -0.335 -2.222 2.101 -2.533
H 2.022 -2.103 3.007 0.516
H 3.141 -0.763 3.123 0.465
H 2.834 -1.519 1.562 0.376
H 3.024 1.886 3.600 0.429
H 2.971 2.657 2.019 0.580
H 3.607 1.021 2.196 0.665
H -0.290 3.964 3.084 0.445
H 0.703 4.053 1.635 0.364
H 1.443 3.705 3.197 0.491
H -2.476 2.732 3.139 0.429
H -2.949 2.083 1.568 0.532
H -1.836 3.440 1.655 0.568
H -2.617 -1.320 2.761 0.456
H -3.032 -0.545 1.236 0.397
H -3.243 0.315 2.760 0.493
H -0.461 -2.615 3.114 0.420
H 0.490 -2.753 1.634 0.573
H -1.235 -2.447 1.536 0.508
C -0.760 2.725 -1.816 -0.760
O -0.402 2.279 -0.495 -0.312
H 0.129 2.817 -2.440 0.284
H -1.229 3.700 -1.720 0.344
H -1.456 2.011 -2.253 0.312
C -0.590 -0.614 -1.035 -0.694
C -1.070 -1.446 -1.808 0.491
C -1.640 -2.384 -2.701 0.368
C -0.809 -3.179 -3.507 -0.411
C -1.371 -4.094 -4.374 -0.613
C -2.755 -4.209 -4.458 -0.418
C -3.585 -3.420 -3.670 -0.605
C -3.034 -2.516 -2.783 -0.423
H 0.266 -3.077 -3.431 0.437
H -0.737 -4.718 -4.989 0.423
H -3.190 -4.925 -5.142 0.418
H -4.659 -3.521 -3.742 0.420
H -3.666 -1.906 -2.150 0.428
I 5.916 0.851 -2.126 0.225
C 3.874 0.745 -1.965 -0.877
C 2.946 0.638 -2.986 -0.070
N 1.735 0.587 -2.423 -0.079
N 1.811 0.666 -1.080 0.063
C 3.119 0.757 -0.798 -0.076
H 3.078 0.588 -4.055 0.496
H 0.837 0.443 -2.860 0.125
H 3.462 0.833 0.217 0.291

[5]
55
Properties=species:S:1:pos:R:3:mulliken_charge:R:1 method="wB97M-V/def2-TZVPD" total_charge=+1 relative_energy_kcal_mol=0.0
C -3.427 -0.939 0.913 -1.075
C -1.899 -0.908 0.901 -0.510
N -1.364 0.511 0.878 0.204
C -1.914 1.205 2.121 -0.774
C -3.442 1.221 2.153 -1.023
C -4.005 0.498 0.909 0.201
C -3.462 1.224 -0.344 -1.076
C -1.935 1.215 -0.341 -0.542
H -3.786 -1.493 0.038 0.403
H -3.767 -1.476 1.805 0.366
H -1.492 -1.397 1.800 0.343
H -1.490 -1.465 0.043 0.222
H -1.516 0.678 3.003 0.444
H -1.512 2.232 2.152 0.383
H -3.794 0.720 3.063 0.368
H -3.799 2.257 2.187 0.357
H -5.093 0.485 0.915 0.414
H -3.825 0.726 -1.250 0.374
H -3.820 2.261 -0.365 0.379
H -1.534 2.240 -0.356 0.324
H -1.547 0.721 -1.249 0.295
C 2.097 -1.256 3.521 -1.560
C 1.831 -1.669 2.141 -0.090
N 1.738 -2.973 1.832 0.120
C 1.530 -3.155 0.469 -0.402
C 1.467 -1.874 -0.126 0.611
C 1.135 -1.781 -1.475 0.100
C 0.936 -2.968 -2.200 -0.918
C 0.939 -4.224 -1.557 -0.522
C 1.202 -4.331 -0.187 -0.938
C 1.635 -0.896 0.965 1.397
C 1.579 0.501 0.877 -0.271
C 1.874 1.268 -0.299 0.194
C 2.804 0.863 -1.305 -0.532
C 2.880 1.546 -2.512 -0.435
C 2.078 2.682 -2.730 1.039
C 2.047 3.346 -4.080 -1.474
C 1.321 3.206 -1.670 -0.616
C 1.277 2.548 -0.453 -0.766
H 2.312 -0.188 3.547 0.344
H 1.229 -1.461 4.159 0.339
H 2.954 -1.806 3.930 0.437
H 1.816 -3.735 2.510 0.277
H 1.058 -0.793 -1.939 0.341
H 0.745 -2.916 -3.275 0.414
H 0.713 -5.122 -2.133 0.402
H 1.161 -5.265 0.369 0.439
H 1.411 1.038 1.812 0.336
H 3.485 0.025 -1.110 0.452
H 3.544 1.196 -3.314 0.444
H 1.401 4.231 -4.060 0.353
H 3.050 3.663 -4.398 0.353
H 1.670 2.669 -4.860 0.327
H 0.741 4.124 -1.825 0.331
H 0.758 2.991 0.401 0.395

[6]
57
Properties=species:S:1:pos:R:3:mulliken_charge:R:1 method="wB97M-V/def2-TZVPD" total_charge=+1 relative_energy_kcal_mol=43.9 smiles="COc1ccc(/C=C/[C@H](c2ccc(OC)cc2)N2CCC[N+]3=C2CCC3)cc1"
C 2.808 4.446 -6.109 -0.778
O 1.564 3.673 -6.259 -0.422
C 1.078 3.014 -5.167 0.654
C 0.056 2.047 -5.378 -0.549
C -0.315 1.187 -4.364 -0.631
C 0.222 1.334 -3.036 0.420
C -0.332 0.563 -1.935 -0.365
C -0.046 0.722 -0.620 -0.698
C -0.862 0.099 0.526 1.163
C -0.201 0.458 1.900 0.039
C -0.622 -0.210 3.055 0.076
C -0.090 0.090 4.304 -1.272
C 0.853 1.156 4.431 0.751
O 1.019 1.726 5.655 -0.405
C 2.037 2.767 5.864 -0.766
C 1.426 1.693 3.245 -0.854
C 0.960 1.229 2.009 -0.469
N -0.654 -1.511 0.644 0.226
C 0.630 -2.125 0.946 -0.729
C 0.719 -3.505 0.318 -0.883
C -0.378 -4.397 0.859 -0.606
N -1.624 -3.666 0.782 0.137
C -1.695 -2.338 0.622 0.466
C -3.141 -1.912 0.551 -0.734
C -3.926 -3.230 0.680 -0.559
C -2.898 -4.369 0.870 -0.698
C 1.255 2.312 -2.852 -0.635
C 1.607 3.197 -3.867 -0.390
H 3.110 4.808 -7.097 0.240
H 2.658 5.309 -5.443 0.316
H 3.600 3.812 -5.683 0.363
H -0.384 1.959 -6.369 0.400
H -1.053 0.395 -4.533 0.327
H -1.059 -0.221 -2.194 0.270
H 0.799 1.414 -0.444 -0.320
H -2.032 0.217 0.472 0.655
H -1.366 -1.024 2.972 0.346
H -0.437 -0.400 5.211 0.425
H 2.061 2.945 6.947 0.245
H 3.029 2.419 5.525 0.338
H 1.781 3.705 5.335 0.319
H 2.159 2.512 3.287 0.360
H 1.566 1.521 1.144 0.318
H 0.837 -2.195 2.029 0.263
H 1.312 -1.396 0.512 0.515
H 0.650 -3.420 -0.763 0.344
H 1.698 -3.944 0.541 0.365
H -0.513 -5.359 0.331 0.388
H -0.135 -4.665 1.908 0.314
H -3.330 -1.242 1.409 0.348
H -3.372 -1.384 -0.380 0.371
H -4.638 -3.155 1.537 0.298
H -4.523 -3.402 -0.244 0.282
H -3.035 -4.911 1.817 0.351
H -2.990 -5.121 0.077 0.370
H 1.785 2.402 -1.895 0.355
H 2.370 3.973 -3.685 0.347

no.,E_tot (Ha)
1,-2427.05336
2,-3600.97017
3,-2066.17700
4,-1492.02597
5,-1041.21251
6,-1191.63528